(1)
A structure of composition C28H37CaN2O2P, computed with the ωB97M-V functional and the def2-TZVPD basis.

Summary:
* HOMO energy: -0.2570 Eh
* 2S+1: 1

Each line ends with the Löwdin charge.
Atoms and positions in Å:
1 C 0.493 3.290 -3.733  -0.10
2 C -0.805 2.846 -3.432  -0.05
3 C -1.002 1.861 -2.427  -0.29
4 C 0.120 1.400 -1.781  -0.23
5 C 1.414 1.810 -2.036  -0.37
6 C 1.608 2.792 -3.036  -0.07
7 C -2.385 1.326 -2.115  -0.13
8 C -2.484 -0.194 -1.774  -0.22
9 N -2.691 -1.023 -2.951  -0.28
10 Ca -0.142 0.225 0.326  1.17
11 C 2.579 1.112 -1.326  -0.30
12 P 2.087 -0.705 -0.986  0.78
13 H -1.683 3.212 -3.978  0.10
14 H 2.638 3.095 -3.270  0.10
15 H 0.647 4.013 -4.544  0.10
16 H 2.819 1.535 -0.325  0.08
17 H 3.517 1.103 -1.913  0.08
18 H -2.837 1.862 -1.256  0.11
19 H -3.053 1.517 -2.973  0.12
20 H -1.580 -0.607 -1.247  0.06
21 C 3.464 -1.454 -0.107  -0.31
22 C 2.150 -1.351 -2.676  -0.28
23 H -3.363 -0.341 -1.114  0.12
24 C -1.530 -1.125 -3.826  -0.08
25 C -3.237 -2.332 -2.610  -0.11
26 H 0.254 -1.404 1.511  0.03
27 H -1.829 -1.727 -4.694  0.09
28 H -1.208 -0.128 -4.152  0.09
29 H -0.651 -1.628 -3.366  0.07
30 H -3.467 -2.864 -3.539  0.08
31 H -2.555 -2.961 -2.005  0.08
32 H -4.154 -2.175 -2.032  0.08
33 H 3.152 -1.325 -3.125  0.05
34 H 1.801 -2.390 -2.644  0.04
35 H 1.465 -0.820 -3.350  0.04
36 H 4.425 -1.390 -0.622  0.04
37 H 3.567 -1.030 0.897  0.03
38 H 3.219 -2.509 0.048  0.04
39 H -0.278 -1.777 1.101  0.08
40 C 3.511 0.833 4.730  -0.06
41 C 2.541 -0.248 4.331  -0.24
42 C 3.044 -1.507 4.006  -0.07
43 C 2.197 -2.549 3.604  -0.09
44 C 0.824 -2.316 3.545  -0.08
45 C 0.311 -1.028 3.834  -0.24
46 N -0.981 -0.705 3.337  0.03
47 C -1.969 0.129 3.963  -0.20
48 C -2.268 -0.140 5.295  -0.05
49 C -3.160 0.670 5.997  -0.07
50 C -3.808 1.748 5.392  -0.06
51 C -3.580 2.001 4.053  -0.03
52 C -2.734 1.180 3.329  -0.06
53 C -2.716 1.630 1.875  -0.58
54 O -3.513 2.476 1.456  0.04
55 O -1.780 1.032 1.223  -0.30
56 C 1.161 0.002 4.269  -0.18
57 C 0.603 1.348 4.561  -0.02
58 H 3.471 1.696 4.050  0.09
59 H 3.328 1.198 5.750  0.09
60 H 4.523 0.414 4.696  0.07
61 H 4.124 -1.659 4.095  0.11
62 H 2.623 -3.526 3.341  0.11
63 H 0.151 -3.081 3.147  0.11
64 H -1.420 -1.532 2.934  0.12
65 H -1.745 -0.967 5.777  0.12
66 H -3.340 0.461 7.042  0.10
67 H -4.510 2.417 5.871  0.10
68 H -4.040 2.793 3.463  0.12
69 H 0.085 1.796 3.701  0.10
70 H -0.115 1.301 5.389  0.09
71 H 1.422 2.010 4.849  0.07



(2)
A cluster of 7 separate species, C26H72N6O8 in total, computed with the ωB97M-V functional and the def2-TZVPD basis.

Summary:
* HOMO energy: -0.3222 Eh
* energy above the lowest of the compared OMol25 structures with the same formula, charge and spin: 0.0 kJ/mol
* SMILES: COC[C@H](C)N.COC[C@H](C)N.COC[C@H](C)N.COC[C@H](C)N.COC[C@H](C)N.COC[C@H](C)N.OCCO
* 2S+1: 1

Each line ends with the Löwdin charge.
Atoms and positions in Å:
1 C -1.459 0.680 -4.308  -0.26
2 C -0.537 -0.295 -4.975  -0.26
3 O 0.553 -0.592 -4.121  -0.12
4 O -2.352 0.021 -3.429  -0.08
5 H -2.103 1.130 -5.070  0.12
6 H -0.880 1.445 -3.786  0.11
7 H -0.106 0.207 -5.853  0.12
8 H -1.025 -1.210 -5.320  0.11
9 H 0.287 -1.312 -3.488  0.02
10 H -1.883 -0.197 -2.606  0.04
11 C -0.038 -4.389 -4.419  -0.05
12 C -0.984 -3.778 -3.396  -0.39
13 C -1.442 -4.862 -2.438  -0.25
14 O -2.335 -4.346 -1.507  -0.21
15 C -2.792 -5.337 -0.606  -0.09
16 N -0.238 -2.783 -2.616  0.05
17 H 0.435 -3.572 -4.962  0.08
18 H -0.544 -5.114 -5.054  0.08
19 H 0.750 -4.947 -3.900  0.08
20 H -1.886 -3.368 -3.851  0.15
21 H -0.567 -5.260 -1.892  0.13
22 H -1.855 -5.726 -2.990  0.13
23 H -1.932 -5.828 -0.133  0.08
24 H -3.390 -6.068 -1.159  0.09
25 H -3.397 -4.809 0.124  0.09
26 H 0.682 -3.092 -2.310  0.10
27 H -0.713 -2.574 -1.740  0.05
28 C 3.428 2.915 -2.594  -0.07
29 C 4.495 2.734 -1.543  -0.44
30 C 5.201 3.988 -1.121  -0.21
31 O 6.384 3.606 -0.429  -0.19
32 C 7.152 4.713 -0.039  -0.12
33 N 3.906 2.013 -0.379  0.06
34 H 3.823 3.381 -3.503  0.08
35 H 2.556 3.443 -2.200  0.09
36 H 3.046 1.972 -3.004  0.07
37 H 5.266 2.101 -2.014  0.14
38 H 4.549 4.585 -0.463  0.14
39 H 5.484 4.598 -1.990  0.13
40 H 7.509 5.315 -0.878  0.09
41 H 7.990 4.309 0.531  0.09
42 H 6.606 5.352 0.671  0.09
43 H 4.721 1.768 0.188  0.08
44 H 3.610 1.141 -0.812  0.04
45 C 1.375 -0.200 -0.861  -0.04
46 C 0.261 0.804 -0.518  -0.38
47 C -0.910 0.110 0.119  -0.23
48 O -1.542 -0.743 -0.807  -0.24
49 C -2.720 -1.356 -0.286  -0.05
50 N 0.726 1.838 0.419  0.07
51 H 0.960 -1.125 -1.274  0.05
52 H 1.910 -0.475 0.051  0.07
53 H 2.002 0.242 -1.632  0.06
54 H -0.059 1.289 -1.448  0.13
55 H -1.553 0.908 0.534  0.12
56 H -0.620 -0.446 1.029  0.09
57 H -3.541 -0.647 -0.159  0.10
58 H -2.477 -1.865 0.655  0.07
59 H -3.009 -2.112 -1.015  0.09
60 H 0.852 1.345 1.306  0.03
61 H 1.651 2.147 0.123  0.03
62 C -2.005 2.227 5.163  -0.05
63 C -1.284 1.381 4.109  -0.45
64 C 0.234 1.383 4.264  -0.21
65 O 0.762 0.613 3.204  -0.24
66 C 2.172 0.762 3.156  -0.10
67 N -1.804 0.039 4.097  0.06
68 H -1.387 3.046 5.528  0.08
69 H -2.268 1.589 6.015  0.08
70 H -2.956 2.568 4.763  0.06
71 H -1.512 1.894 3.166  0.12
72 H 0.445 0.931 5.247  0.13
73 H 0.666 2.391 4.234  0.13
74 H 2.616 -0.007 2.522  0.09
75 H 2.623 0.669 4.147  0.09
76 H 2.417 1.726 2.697  0.09
77 H -1.225 -0.554 3.512  0.05
78 H -1.769 -0.371 5.025  0.07
79 C -3.216 4.720 -1.418  -0.06
80 C -2.930 3.525 -0.509  -0.42
81 C -3.570 3.617 0.870  -0.23
82 O -3.335 4.888 1.394  -0.18
83 C -3.652 4.983 2.740  -0.12
84 N -3.337 2.270 -1.184  0.07
85 H -2.588 4.664 -2.310  0.07
86 H -2.902 5.635 -0.912  0.07
87 H -4.273 4.787 -1.676  0.08
88 H -1.847 3.517 -0.289  0.13
89 H -3.137 2.848 1.533  0.11
90 H -4.648 3.381 0.836  0.13
91 H -4.552 4.383 2.943  0.09
92 H -3.861 6.016 3.008  0.09
93 H -2.863 4.595 3.398  0.08
94 H -3.124 2.379 -2.170  0.06
95 H -2.748 1.507 -0.872  0.02
96 C 0.364 -2.548 1.093  -0.05
97 C 0.017 -3.895 1.737  -0.41
98 C 0.891 -4.173 2.947  -0.21
99 O 2.269 -4.357 2.660  -0.18
100 C 2.532 -5.570 1.977  -0.11
101 N -1.377 -3.768 2.238  0.05
102 H -0.300 -2.388 0.240  0.05
103 H 1.401 -2.461 0.771  0.09
104 H 0.180 -1.771 1.840  0.07
105 H 0.042 -4.662 0.949  0.12
106 H 0.491 -4.987 3.572  0.13
107 H 0.856 -3.287 3.588  0.13
108 H 2.039 -6.423 2.452  0.09
109 H 3.610 -5.741 1.988  0.09
110 H 2.259 -5.484 0.919  0.08
111 H -1.717 -4.702 2.467  0.08
112 H -1.980 -3.458 1.480  0.03



(3)
A structure of composition C6H10F3O, computed with the ωB97M-V functional and the def2-TZVPD basis.

Summary:
* net charge: +1
* HOMO energy: -0.5632 Eh
* energy above the lowest of the compared OMol25 structures with the same formula, charge and spin: 0.0 kJ/mol
* 2S+1: 1

Each line ends with the Löwdin charge.
Atoms and positions in Å:
1 C -1.958 -0.152 -0.053  -0.17
2 C -1.246 0.977 -0.808  -0.14
3 C -1.152 -0.408 1.215  -0.17
4 C 0.218 0.564 -1.147  -0.08
5 C 0.206 -0.986 0.833  -0.08
6 C 2.714 0.085 -0.068  -0.46
7 O 0.836 0.182 0.146  -0.14
8 F 2.994 -0.718 -1.055  0.29
9 F 2.956 1.328 -0.277  0.30
10 F 2.978 -0.349 1.100  0.30
11 H -2.899 0.226 0.197  0.10
12 H -2.031 -1.208 -0.522  0.16
13 H -1.656 1.288 -1.862  0.16
14 H -1.403 1.933 -0.227  0.15
15 H -0.952 0.327 2.019  0.14
16 H -1.647 -1.175 1.829  0.13
17 H 0.367 -0.332 -1.653  0.12
18 H 0.644 1.473 -1.485  0.13
19 H 0.852 -1.283 1.677  0.15
20 H 0.179 -1.771 0.141  0.12



(4)
A cluster of 2 separate species, C4H8O2 in total, computed with the ωB97M-V functional and the def2-TZVPD basis.

Summary:
* HOMO energy: -0.3686 Eh
* energy above the lowest of the compared OMol25 structures with the same formula, charge and spin: 191.8 kJ/mol
* SMILES: CC=O.CC=O
* 2S+1: 1

Each line ends with the Löwdin charge.
Atoms and positions in Å:
1 O 1.858 -1.356 3.351  0.02
2 C 2.151 -0.484 2.533  -0.33
3 C 1.209 0.096 1.608  -0.08
4 H 3.172 -0.038 2.609  0.12
5 H 1.435 1.175 1.573  0.09
6 H 0.165 -0.034 1.941  0.09
7 H 1.307 -0.317 0.590  0.09
8 O -1.166 1.835 -1.495  0.02
9 C -1.305 0.624 -1.333  -0.28
10 C -1.859 -0.198 -2.505  -0.07
11 H -0.968 -0.056 -0.513  0.10
12 H -2.893 0.103 -2.740  0.08
13 H -1.861 -1.260 -2.205  0.07
14 H -1.245 -0.090 -3.415  0.08



(5)
A cluster of 2 separate species, C8H22P3 in total, computed with the ωB97M-V functional and the def2-TZVPD basis.

Summary:
* net charge: +1
* HOMO energy: -0.4692 Eh
* energy above the lowest of the compared OMol25 structures with the same formula, charge and spin: 0.0 kJ/mol
* 2S+1: 1

Each line ends with the Löwdin charge.
Atoms and positions in Å:
1 C 3.777 0.078 -0.676  -0.10
2 C -1.028 0.101 -3.624  -0.16
3 C -1.528 -1.388 3.205  -0.17
4 C -2.602 -0.638 -0.675  -0.35
5 C 2.455 -0.389 -0.080  -0.34
6 C -0.582 0.582 -2.248  -0.49
7 C -0.146 -0.948 2.953  -0.07
8 C 1.650 0.807 0.433  -0.45
9 P -1.089 2.350 0.853  0.65
10 P -0.785 -0.791 -0.995  0.78
11 P -0.118 0.401 0.760  0.61
12 H 4.383 0.581 0.074  0.08
13 H 3.603 0.773 -1.493  0.08
14 H 4.341 -0.768 -1.060  0.08
15 H -0.872 0.893 -4.355  0.08
16 H -0.452 -0.770 -3.937  0.07
17 H -2.084 -0.163 -3.628  0.07
18 H -1.526 -1.933 4.156  0.10
19 H -2.220 -0.556 3.317  0.08
20 H -1.884 -2.078 2.443  0.07
21 H -3.131 -1.237 -1.417  0.04
22 H -2.946 0.397 -0.745  0.03
23 H -2.840 -1.042 0.310  0.02
24 H 1.883 -0.924 -0.845  0.06
25 H 2.641 -1.086 0.738  0.11
26 H -1.160 1.464 -1.950  0.05
27 H 0.476 0.855 -2.290  0.07
28 H 0.562 -1.698 2.637  0.06
29 H 0.259 -0.167 3.578  0.06
30 H 1.669 1.615 -0.305  0.07
31 H 2.090 1.194 1.356  0.09
32 H -0.538 2.659 2.096  -0.13
33 H -2.258 1.828 1.411  -0.15



no.,frontier orbital gap (eV),LUMO (eV)
1,6.94,-0.06
2,9.26,0.49
3,10.93,-4.40
4,10.70,0.67
5,8.49,-4.28